Entry 1:
Computed, not measured: C5H5N3O3 in the gas phase, with ωB97M-V with the def2-TZVPD basis set.

Geometry as XYZ:
```
16
Properties=species:S:1:pos:R:3
O -0.02358 2.60771 -0.72960
O 2.13783 0.34059 1.81260
O 0.39337 -1.73579 -2.07405
N -1.13175 -1.04098 -0.51283
N 2.53331 0.17971 -0.55267
N -1.42925 1.07077 0.42325
C -1.29086 -0.38420 0.70279
C 1.86824 0.18331 0.67343
C 0.18235 -1.08071 -1.07902
C -0.56703 1.77601 -0.09958
C 1.08572 -0.23713 -0.36806
H 3.27554 -0.50382 -0.47639
H -2.21407 -0.75154 1.24278
H -2.03183 -1.33040 -0.87027
H -2.44900 1.40092 0.67976
H -0.33900 -0.49447 1.22787
```

Values from the calculation:
Gap between HOMO and LUMO (spin up / spin down)   6.5 / 6.5 eV
HOMO (spin up / spin down)   -7.704 / -7.703 eV


Entry 2:
Computed, not measured: 7 unconnected molecules or ions with the total composition C3H18N2O9, with ωB97M-V with the def2-TZVPD basis set.

Geometry as XYZ:
```
32
Properties=species:S:1:pos:R:3
O -1.61243 1.00865 2.94401
O -1.67978 -0.74156 -1.76874
O 3.27049 0.24155 0.14892
O 1.03136 -0.16253 -3.46829
O -0.64071 -2.23688 -0.47090
O -0.95052 1.66045 -1.34700
O -2.45170 -0.85078 1.14791
O 2.49676 -1.53995 -1.68134
O -0.25028 -1.26823 2.63623
N 1.23713 1.86063 1.60045
N -0.20372 -0.04185 -0.07035
C -0.33797 1.33057 -0.33905
C 0.26046 2.34674 0.62514
C -0.85074 -1.07989 -0.75922
H 2.10668 -1.05941 -2.40165
H 0.07128 -2.11381 3.05463
H -1.93117 1.28043 3.81794
H -3.35471 -1.10615 1.10679
H 2.08812 1.38725 1.19662
H -1.86713 0.16527 -1.90000
H -2.38937 -0.01473 1.66417
H 1.32083 0.58771 -3.96978
H 4.15790 0.46080 -0.07541
H 1.73312 -1.98024 -1.24250
H -1.02703 0.21703 3.06623
H 0.34603 -0.38105 0.76580
H 0.33161 0.11037 -3.01228
H 2.98730 -0.41767 -0.50870
H -0.60227 2.80441 1.21406
H -0.94198 -1.53816 2.00625
H 0.77234 3.19171 0.00041
H 0.82853 1.20451 2.21910
```

Values from the calculation:
Gap between HOMO and LUMO   9.5 eV
HOMO   -9.209 eV


Entry 3:
Computed, not measured: 8 unconnected molecules or ions with the total composition C17H53N11O8, with ωB97M-V with the def2-TZVPD basis set.

Geometry as XYZ:
```
89
Properties=species:S:1:pos:R:3
O 3.58057 -0.83583 -3.44941
O 1.68494 4.19514 1.72329
O -0.94133 1.46040 -4.24721
O -2.39335 -1.89121 5.69138
O 4.75518 -0.48599 1.77050
O -3.86590 -0.22712 -1.48466
O 0.35891 -0.45000 3.91396
O 0.52256 0.41839 -0.36528
N 2.53419 1.19472 -3.37601
N 3.02769 5.64943 0.58224
N 2.43528 -1.40758 4.10769
N -0.94059 -2.29581 1.61338
N -4.68939 0.03969 0.63049
N -3.70404 1.78865 -0.48384
N 3.11511 3.38093 0.16869
N -1.28809 -4.79900 3.64104
N 1.03585 3.07487 -5.29853
N 2.04939 0.12716 2.49799
N 1.30438 -0.71332 -3.28710
C -4.05591 0.46119 -0.49826
C 1.53483 -0.48416 3.58880
C 4.29848 -0.95665 0.48684
C 2.53888 4.39907 0.88974
C -0.13367 2.68489 -6.09452
C -0.02793 -1.79675 0.56704
C -0.22764 -2.69065 -0.64337
C -0.02816 2.84939 -7.59024
C 2.55800 -0.17578 -3.38146
C -1.49509 -2.81104 5.16695
C 0.09372 1.75458 -0.49528
C -2.19003 -3.88840 4.37529
C -0.46557 -0.35348 0.29569
C -1.72172 0.42916 -3.70999
C -1.86945 -0.68508 6.21912
C -0.62751 1.32194 -5.63802
C -3.29028 -4.66273 5.08496
H 1.63668 1.62413 -3.48753
H -3.38851 2.16287 -1.35849
H -1.81039 -5.38773 3.00574
H 0.12204 2.20504 0.50580
H -0.91402 1.90371 -0.89590
H 3.62289 5.87491 -0.18782
H 1.47751 3.94211 -5.57530
H 5.37917 0.23417 1.65296
H -0.71051 -2.42833 4.49564
H -3.63504 2.31086 0.36943
H -2.77879 0.55930 -3.94498
H 3.84293 -0.15035 -0.08532
H 2.10273 -2.08559 4.76510
H 2.95749 -0.12379 2.12061
H 5.11854 -1.48725 0.00258
H -2.78250 -5.40297 5.71661
H -1.26681 -3.01349 -0.72202
H 0.07992 3.89972 -7.87371
H -2.67358 -3.28316 3.58353
H 3.70185 3.51025 -0.63531
H -1.38239 -0.42171 -0.31721
H -0.95308 2.49694 -8.04674
H -2.59949 -0.33933 6.94579
H -1.89371 -1.96744 1.48462
H 2.84491 6.26844 1.35418
H 1.22512 -1.70079 -3.44202
H 0.77613 2.28954 -1.15547
H -3.96508 -5.20238 4.42684
H -1.69600 0.31562 -2.61733
H 1.39695 0.73130 2.03201
H -0.80268 0.12534 1.22545
H -0.88720 -0.78747 6.69102
H 0.49448 -0.12428 -3.24812
H -5.07717 0.72040 1.25767
H 2.62575 2.50219 0.20962
H -1.55155 1.03783 -6.15137
H -3.78271 -3.98838 5.78631
H 0.82919 2.36276 -8.06056
H 0.65573 3.23955 -4.37254
H 0.07402 -2.17187 -1.55037
H -0.83022 -3.17310 5.97677
H -0.78117 -4.13979 3.05405
H 3.39801 1.64668 -3.60513
H -5.14887 -0.85108 0.55895
H -1.73630 0.00189 5.38056
H 3.28176 -1.54544 3.58050
H 3.54598 -1.73453 0.62439
H 0.99750 -1.77227 0.93220
H 0.10663 0.51591 -5.74151
H -0.72222 -1.94638 2.54347
H -1.37251 -0.59872 -3.89843
H -0.94736 3.35167 -5.76570
H 0.32367 -3.62461 -0.51544
```

Values from the calculation:
Gap between HOMO and LUMO   8.7 eV
HOMO   -8.489 eV


These records have largest force on an atom values of 6.28, 5.99, 2.76 eV Å⁻¹, in the order they appear.
These records have ΔE to the lowest compared entry with this formula, charge and spin values of 103.0, 10.7, 7.7 kcal per mole, in the order they appear.